C40H33BrF4N6O2PSn | wB97M-V/def2-TZVPD

Structure (XYZ):
```
88
C40H33BrF4N6O2PSn, DFT wB97M-V/def2-TZVPD
Sn 0.33 0.67 0.35
Br 0.66 3.00 2.31
P 2.46 0.19 1.97
F 4.26 4.45 5.66
F 1.99 4.78 4.25
F 4.95 0.29 3.69
F 5.75 2.22 5.35
O -2.64 -0.14 1.85
O 0.56 -1.51 -0.51
N 1.06 1.31 -2.19
N -1.74 -2.78 -0.84
N 2.54 2.81 -1.59
N 1.68 1.94 -1.17
N 2.49 2.75 -2.91
N -2.07 -2.02 0.06
C -2.95 -1.38 2.17
C 1.97 -1.23 2.99
C -2.36 -5.26 -4.27
C -0.82 -3.00 -1.70
C 2.90 -2.05 3.63
C 2.28 2.67 3.26
C -2.51 -2.41 1.27
C 5.85 0.17 -0.29
C 1.58 1.83 -3.28
C -3.82 -3.11 3.60
C 1.11 -3.56 4.25
C 2.47 5.01 -4.01
C 1.31 -3.31 -3.50
C 2.69 3.67 4.11
C -0.09 -4.78 -4.89
C 0.49 -2.29 -1.46
C 4.20 1.38 3.81
C 4.62 2.37 4.68
C 2.49 5.89 -2.76
C -1.30 -5.42 -5.15
C 0.19 -2.73 3.63
C -2.64 -3.78 1.63
C 0.05 -3.97 -3.77
C 4.83 0.58 0.57
C 3.02 1.50 3.08
C -2.23 -4.48 -3.14
C -1.03 -3.82 -2.89
C 3.87 3.52 4.84
C -3.31 -4.13 2.76
C 1.04 4.75 -4.49
C -3.62 -1.77 3.32
C 1.52 -2.50 -2.42
C 0.62 -1.56 3.01
C 5.91 -1.14 -0.73
C 2.46 -3.20 4.27
C -2.96 0.91 2.79
C 3.88 -0.34 1.00
C 4.95 -2.06 -0.32
C 3.24 3.70 -3.77
C 3.93 -1.66 0.53
H -2.54 1.82 2.38
H 4.18 3.91 -3.26
H 3.95 -1.82 3.61
H 3.18 -3.84 4.77
H 2.12 -3.46 -4.20
H -4.36 -3.38 4.49
H 1.89 6.79 -2.93
H 5.00 -3.09 -0.65
H 0.79 -4.48 4.72
H -4.01 -1.03 4.01
H -2.51 0.70 3.76
H 3.51 6.21 -2.54
H 4.80 1.61 0.91
H -2.27 -4.54 0.95
H -4.04 1.03 2.89
H 0.75 -4.91 -5.57
H 3.01 5.52 -4.81
H 2.47 -2.01 -2.26
H -3.31 -5.75 -4.47
H 0.58 5.69 -4.80
H -0.87 -2.99 3.64
H 3.42 3.18 -4.71
H -0.11 -0.91 2.54
H 2.09 5.37 -1.89
H 6.61 0.88 -0.60
H 3.18 -2.38 0.86
H 1.33 1.57 -4.29
H -3.48 -5.17 3.00
H -1.41 -6.03 -6.03
H -3.06 -4.38 -2.44
H 6.71 -1.45 -1.39
H 0.41 4.32 -3.71
H 1.03 4.09 -5.37
```

Net charge ... +3
Kohn-Sham gap ... 6.1 eV
HOMO level ... -16.141 eV